[1]
Below is a structure of composition C14H19Cl2N3O2S at a distorted geometry, with properties calculated with the ωB97M-V functional and the def2-TZVPD basis.

Cartesian coordinates (Å):
C -1.710 3.008 0.187
H -2.725 3.332 0.510
H -1.386 3.628 -0.737
H -1.942 2.098 -0.365
C -0.850 3.048 1.162
C -1.156 1.980 2.368
H -0.382 1.838 3.259
H -1.345 1.022 1.693
H -2.006 2.352 2.671
H -0.547 3.898 1.717
O 0.780 2.413 0.662
C 1.540 3.532 0.055
C 2.365 2.886 -0.668
C 3.560 1.872 0.227
N 2.730 0.979 0.841
C 2.340 -0.152 0.422
S 2.905 -0.833 -0.932
N 1.215 -0.757 0.946
N 0.641 -1.944 0.053
C -0.640 -2.008 0.297
O -1.403 -1.168 0.852
C -1.106 -3.076 -0.494
C -2.437 -3.600 -0.261
C -3.034 -4.591 -0.837
C -2.408 -5.073 -2.365
C -1.271 -4.697 -2.488
C -0.793 -3.543 -1.656
H 0.428 -3.335 -2.156
H -0.709 -5.017 -3.177
Cl -3.259 -6.406 -2.918
Cl -4.632 -5.157 -0.615
H -3.078 -3.001 0.488
H 1.272 -2.280 -0.532
H 0.440 -0.152 1.404
H 2.080 1.340 1.663
H 4.145 2.432 0.916
H 4.193 1.503 -0.555
H 2.179 2.012 -1.162
H 3.175 3.543 -1.145
H 1.050 4.105 -0.452
H 1.780 3.969 1.122

Its total energy is -2177.6730 hartree. As for the HOMO energy: -8.10 eV. As for the LUMO energy: 0.1765 eV. As for the HOMO-LUMO gap: 8.28 eV.

[2]
Below is a structure of composition C14H19ClMgO at a distorted geometry, with properties calculated with the ωB97M-V functional and the def2-TZVPD basis.

Cartesian coordinates (Å):
C 0.923 -2.005 0.681
C 0.980 -2.019 -0.739
C -0.377 -1.975 -1.239
H 1.901 -2.114 -1.322
C -1.275 -1.916 -0.126
C -0.468 -1.948 1.063
H -0.906 -2.041 2.060
H 1.762 -2.016 1.376
H -0.667 -2.060 -2.285
H -2.378 -1.930 -0.138
Mg 0.009 -0.036 -0.232
Cl 1.045 1.756 1.236
C 0.125 2.940 -4.866
C -1.122 2.292 -5.215
C -0.807 1.040 -5.871
H -2.120 2.682 -5.030
C 0.635 0.916 -5.930
C 1.211 2.090 -5.309
H 2.273 2.303 -5.208
H 0.229 3.905 -4.374
H -1.526 0.326 -6.267
H 1.188 0.092 -6.377
C -1.514 -0.107 3.799
C -0.043 -0.051 3.484
C 0.522 1.195 4.124
C 0.857 -1.200 3.871
O -0.142 -0.001 2.095
H -1.554 -0.120 4.877
H -2.014 -0.971 3.376
H -1.986 0.795 3.399
H 0.414 1.050 5.196
H 1.591 1.395 3.985
H -0.008 2.129 3.916
H 0.532 -2.166 3.502
H 1.885 -1.025 3.536
H 0.827 -1.204 4.953

Its total energy is -1280.2739 hartree. As for the HOMO energy: 0.14 eV. The total charge is -2. As for the LUMO energy: 5.1290 eV. As for the HOMO-LUMO gap: 4.98 eV. The energy relative to the best compared isomer or geometry (same formula, charge and spin) is 312.7 kJ/mol.

[3]
Below is a cluster of 4 separate species, C14H19F5N2O11Si in total at a distorted geometry, with properties calculated with the ωB97M-V functional and the def2-TZVPD basis.

Cartesian coordinates (Å):
C 5.252 1.063 -0.415
C 3.805 1.285 0.149
C 2.930 2.071 -0.859
N 1.496 2.116 -0.500
Si 0.668 0.599 -0.797
N -0.994 0.856 -1.517
C -1.484 -0.481 -1.838
O -2.208 -0.676 -2.696
F -0.989 -1.482 -1.081
C -1.932 1.387 -0.558
O -2.967 1.738 -0.910
F -1.591 1.516 0.733
H 5.949 0.938 0.434
H 5.591 1.906 -1.045
H 5.269 0.140 -1.027
H 3.418 0.282 0.416
H 3.886 1.881 1.079
H 3.148 1.687 -1.881
H 3.296 3.120 -0.844
H 1.030 2.868 -1.011
H 1.393 -0.305 -1.710
H 0.484 -0.035 0.523
C 1.378 -2.591 2.086
C 1.504 -1.814 3.362
O 2.861 -2.008 3.718
C 3.538 -2.189 2.544
O 4.716 -2.115 2.431
O 2.683 -2.455 1.518
F 0.717 -2.337 4.332
H 1.164 -3.648 2.257
H 0.617 -2.183 1.424
H 1.300 -0.745 3.260
C -2.046 1.085 -5.260
C -1.907 2.550 -5.559
O -2.415 2.654 -6.874
C -3.337 1.651 -7.005
O -4.146 1.594 -7.869
O -3.209 0.733 -6.009
F -0.604 2.933 -5.561
H -1.193 0.503 -5.619
H -2.185 0.885 -4.200
H -2.478 3.202 -4.893
C -3.530 -0.878 4.764
C -3.603 -2.169 5.531
O -3.217 -3.130 4.565
C -2.381 -2.486 3.703
O -1.663 -3.031 2.932
O -2.469 -1.136 3.844
F -4.869 -2.434 5.931
H -4.448 -0.669 4.212
H -3.299 -0.024 5.399
H -2.930 -2.223 6.389

Its total energy is -2270.9115 hartree. As for the HOMO energy: -10.34 eV. As for the LUMO energy: 0.0965 eV. As for the HOMO-LUMO gap: 10.44 eV.